Record 1
{"formula": "C40H37AsBIN11S3Sr", "method": "the ωB97M-V functional and the def2-TZVPD basis", "multiplicity": 1, "orbital_gap_ev": 6.158, "charge": -1, "de_lowest_kcal_mol": 20.7, "homo_energy_ev": -4.31, "elements": ["Sr", "C", "C", "N", "N", "C", "B", "N", "C", "C", "C", "N", "N", "C", "C", "C", "N", "H", "H", "H", "H", "H", "H", "H", "H", "H", "H", "S", "C", "C", "N", "C", "S", "C", "N", "S", "C", "N", "C", "C", "C", "N", "H", "H", "H", "H", "H", "H", "H", "H", "C", "C", "C", "C", "C", "C", "As", "C", "C", "C", "C", "C", "C", "C", "C", "C", "C", "C", "C", "H", "H", "H", "H", "H", "H", "H", "H", "H", "H", "H", "H", "H", "H", "H", "I", "C", "C", "C", "C", "N", "C", "H", "H", "H", "H"], "coordinates": [[0.1328, -1.4137, 0.1246], [4.0016, -0.9156, -2.7229], [3.0653, -0.3339, -1.8646], [2.0395, -1.1523, -1.6409], [2.2953, -2.2729, -2.3584], [3.4617, -2.1527, -3.0094], [1.3104, -3.4647, -2.4852], [1.2334, -4.3001, -1.1986], [1.2983, -5.6406, -1.1190], [1.1339, -6.0107, 0.1990], [0.9696, -4.7971, 0.8772], [1.0280, -3.7751, 0.0325], [-0.0944, -2.9564, -2.8946], [-0.5467, -2.8469, -4.1558], [-1.8550, -2.4098, -4.1148], [-2.1192, -2.2781, -2.7471], [-1.0595, -2.6016, -2.0156], [4.9278, -0.4997, -3.0793], [3.0887, 0.6375, -1.3992], [3.8164, -2.9561, -3.6333], [1.7310, -4.1682, -3.3687], [1.4632, -6.2268, -2.0081], [1.1450, -7.0046, 0.6104], [0.8400, -4.6073, 1.9318], [0.0910, -3.1053, -4.9852], [-2.5169, -2.2135, -4.9405], [-3.0248, -1.9563, -2.2584], [-0.4940, 1.1156, 1.5900], [-1.4334, 0.6651, 2.9741], [-1.9418, 1.7708, 3.7410], [-2.3188, 2.6829, 4.3368], [-1.7257, -0.6019, 3.3920], [-1.1840, -2.0926, 2.6668], [-2.5473, -0.7553, 4.5597], [-3.2015, -0.9090, 5.4964], [3.1687, -3.3489, 3.5649], [2.7115, -1.9255, 4.3570], [3.6272, -0.9608, 4.6022], [3.3170, 0.4293, 4.9323], [1.8349, 0.6927, 4.7391], [1.0681, -0.4438, 5.3935], [1.4629, -1.6999, 4.7695], [4.5541, -1.1944, 4.2873], [3.9195, 1.0763, 4.2896], [3.5987, 0.6323, 5.9706], [1.5754, 0.7210, 3.6779], [1.5640, 1.6529, 5.1789], [-0.0038, -0.3300, 5.2676], [1.2773, -0.4813, 6.4684], [0.7438, -2.2843, 4.3618], [-4.3356, 1.3181, -5.5846], [-4.8810, 0.6168, -4.5162], [-4.2211, 0.5823, -3.2974], [-3.0096, 1.2489, -3.1248], [-2.4721, 1.9512, -4.1975], [-3.1321, 1.9867, -5.4208], [-2.0676, 1.0298, -1.4172], [-3.5265, 1.6087, -0.2703], [-4.2973, 2.7348, -0.5507], [-5.3511, 3.0848, 0.2802], [-5.6519, 2.3021, 1.3888], [-4.9040, 1.1660, 1.6588], [-3.8444, 0.8200, 0.8296], [-0.8431, 2.5427, -1.4656], [-1.0724, 3.7721, -0.8581], [-0.0912, 4.7533, -0.8788], [1.1270, 4.5165, -1.5028], [1.3682, 3.2875, -2.0994], [0.3881, 2.3028, -2.0727], [-4.8494, 1.3441, -6.5375], [-5.8245, 0.0972, -4.6307], [-4.6664, 0.0452, -2.4663], [-1.5341, 2.4812, -4.0834], [-2.7028, 2.5423, -6.2458], [-4.0833, 3.3337, -1.4283], [-5.9374, 3.9696, 0.0636], [-6.4659, 2.5826, 2.0455], [-5.1265, 0.5544, 2.5241], [-3.2496, -0.0547, 1.0708], [-1.9978, 3.9500, -0.3289], [-0.2733, 5.7017, -0.3889], [1.8899, 5.2855, -1.5125], [2.3201, 3.0859, -2.5765], [0.5972, 1.3347, -2.5190], [6.6893, -1.0609, 1.9145], [5.0008, 0.0763, 1.4732], [5.0962, 1.4408, 1.2633], [3.9276, 2.1408, 1.0041], [2.7273, 1.4488, 0.9736], [2.6411, 0.1314, 1.1653], [3.7599, -0.5469, 1.4073], [6.0545, 1.9417, 1.3078], [3.9387, 3.2095, 0.8355], [1.7909, 1.9675, 0.8032], [3.6661, -1.6163, 1.5727]], "mulliken_charge": [1.909, -1.520, -0.674, 1.391, -0.476, -0.319, 0.076, -0.029, -0.168, -1.278, -0.427, 0.195, 0.185, -0.337, -0.887, -0.554, -0.420, 0.478, 0.494, 0.465, -0.187, 0.416, 0.401, 0.450, 0.467, 0.435, 0.702, -0.150, 0.621, -0.491, -0.731, 0.047, -0.311, -0.254, -0.652, -0.418, 0.148, -0.128, -0.737, 0.160, -0.559, -0.032, 0.189, 0.270, 0.418, -0.376, 0.590, 0.047, 0.331, 0.203, -0.465, -0.704, -0.442, 0.228, -0.357, -0.612, 1.312, 0.217, -0.301, -0.680, -0.543, -0.484, -0.717, 0.388, -0.482, -0.723, -0.557, -0.793, -0.469, 0.370, 0.381, 0.407, 0.336, 0.394, 0.448, 0.394, 0.380, 0.403, 0.519, 0.438, 0.384, 0.398, 0.422, 0.530, 0.089, -0.504, -0.433, -1.063, -0.368, 1.278, -0.580, 0.436, 0.547, 0.138, 0.468]}



Record 2
{"formula": "C11H15N", "method": "the ωB97M-V functional and the def2-TZVPD basis", "multiplicity": 1, "orbital_gap_ev": 8.882, "de_lowest_kcal_mol": 6.8, "homo_energy_ev": -7.92, "elements": ["C", "C", "C", "N", "C", "C", "C", "C", "C", "C", "H", "H", "H", "H", "H", "H", "H", "H", "H", "C", "C", "H", "H", "H", "H", "H", "H"], "coordinates": [[3.0195, -0.7501, -0.4068], [1.8105, 0.0729, -0.0899], [1.6307, 0.9298, 0.9426], [0.3440, 1.4510, 0.9085], [-0.3214, 0.8765, -0.1570], [-1.5696, 1.2240, -0.6585], [-1.9362, 0.6621, -1.8706], [-1.0549, -0.1804, -2.5630], [0.1916, -0.4946, -2.0734], [0.5704, 0.0271, -0.8274], [2.7543, -1.8053, -0.4551], [3.7745, -0.6471, 0.3677], [3.5029, -0.4567, -1.3393], [2.2792, 1.3250, 1.7137], [-0.2149, 1.8285, 1.6528], [-2.2542, 1.9240, -0.1910], [-2.9237, 0.8486, -2.2653], [-1.3193, -0.5226, -3.5543], [0.8880, -1.1430, -2.5959], [-1.3660, -1.9163, 2.0151], [-1.2161, -0.9219, 3.1861], [-2.3344, -2.4212, 2.0648], [-1.2517, -1.4336, 1.0411], [-0.5856, -2.6849, 2.0507], [-0.5288, -0.1104, 2.9432], [-0.9727, -1.4976, 4.0734], [-2.1630, -0.4061, 3.3029]], "mulliken_charge": [-1.382, 0.539, -0.842, -0.065, -0.087, -0.818, -0.472, -0.618, -0.524, 1.045, 0.323, 0.380, 0.308, 0.419, 0.294, 0.365, 0.394, 0.351, 0.400, -0.598, -0.687, 0.320, 0.044, 0.255, 0.071, 0.332, 0.253]}



Record 3
{"formula": "C5H9ClFN", "method": "the ωB97M-V functional and the def2-TZVPD basis", "multiplicity": 1, "orbital_gap_ev": 10.166, "de_lowest_kcal_mol": 23.5, "homo_energy_ev": -9.32, "elements": ["N", "C", "C", "C", "C", "Cl", "C", "F", "H", "H", "H", "H", "H", "H", "H", "H", "H"], "coordinates": [[2.7534, -0.4668, 0.1502], [1.7317, -0.9275, -0.7980], [0.2978, -0.9618, -0.2130], [-0.1295, -0.6911, 1.2118], [-0.5510, 0.2265, 0.0963], [0.2253, 1.7873, -0.0203], [-1.9728, 0.2345, -0.3220], [-2.5992, -1.0599, -0.1009], [2.5106, 0.4684, 0.4646], [2.8421, -1.0613, 0.9642], [1.7167, -0.2816, -1.6846], [1.9859, -1.9693, -1.0826], [-0.2378, -1.8296, -0.7108], [0.6082, -0.3444, 1.9299], [-0.8889, -1.3388, 1.6105], [-2.0143, 0.5124, -1.4076], [-2.4900, 0.9827, 0.2677]], "mulliken_charge": [-0.635, -0.809, 0.072, -0.964, 0.835, -0.220, -0.612, -0.311, 0.251, 0.250, 0.311, 0.396, 0.301, 0.285, 0.240, 0.287, 0.325]}



Record 4
{"formula": "C5H8BrGaNO6S", "method": "the ωB97M-V functional and the def2-TZVPD basis", "multiplicity": 1, "orbital_gap_ev": 7.963, "charge": -1, "homo_energy_ev": -5.53, "elements": ["O", "C", "N", "Ga", "C", "C", "O", "Br", "H", "H", "H", "H", "C", "C", "O", "S", "O", "O", "O", "H", "H", "H", "H"], "coordinates": [[-3.8334, -1.1646, 2.3356], [-3.3968, -0.7038, 1.3324], [-2.9393, -0.1834, 0.3507], [-2.2616, 1.6456, 0.8081], [-0.2368, 1.5529, 1.2264], [0.0413, 2.5424, 2.3136], [0.6494, 2.3321, 3.2997], [-0.7597, 4.3426, 1.9777], [-2.6367, 2.7174, -0.3152], [-3.0268, 2.0463, 2.1685], [0.3582, 1.8728, 0.3712], [0.0569, 0.5685, 1.5853], [1.3694, -2.5928, -2.0728], [1.3145, -2.1189, -0.6353], [2.2053, -0.9972, -0.5947], [2.1687, -0.2332, -2.0054], [1.2753, 0.8609, -1.9050], [3.5006, -0.0888, -2.4751], [1.4421, -1.3943, -2.8504], [2.2699, -3.1819, -2.2648], [0.4919, -3.1698, -2.3526], [1.6337, -2.8819, 0.0693], [0.3136, -1.7711, -0.3672]], "mulliken_charge": [-0.577, 0.581, -0.535, 0.529, -0.368, 0.265, -0.491, -0.282, -0.290, -0.301, 0.252, 0.233, -0.327, -0.228, -0.291, 1.095, -0.496, -0.563, -0.325, 0.278, 0.308, 0.331, 0.203]}



Record 5
{"formula": "C14H23N3S", "method": "the ωB97M-V functional and the def2-TZVPD basis", "multiplicity": 1, "orbital_gap_ev": 8.410, "de_lowest_kcal_mol": 387.4, "homo_energy_ev": -7.98, "elements": ["C", "C", "C", "N", "C", "S", "N", "C", "C", "C", "C", "C", "N", "C", "C", "C", "C", "C", "H", "H", "H", "H", "H", "H", "H", "H", "H", "H", "H", "H", "H", "H", "H", "H", "H", "H", "H", "H", "H", "H", "H"], "coordinates": [[1.4968, -3.0700, -1.6449], [1.0175, -2.8089, -0.4573], [1.5224, -3.7958, 0.6880], [1.6548, -1.4730, 0.0155], [1.1321, -0.6393, 0.9110], [1.8145, 0.0247, 2.1452], [-0.4970, -0.3384, 0.6736], [-1.0318, -0.3790, -0.6425], [-0.1870, 0.2889, -1.6223], [0.0355, 1.8479, -1.6049], [1.1491, 2.4174, -0.6272], [1.1084, 3.6891, -0.5028], [0.4000, 4.5537, -0.7506], [-0.6763, 4.1463, -1.5676], [-0.8359, 2.7561, -1.7687], [-1.4759, 0.2148, 1.8375], [-1.4705, 1.8506, 1.6391], [-2.5963, -0.4974, 2.0038], [0.9375, -2.3106, -2.4119], [2.4134, -2.9493, -1.7692], [1.0745, -4.1080, -1.9435], [0.1462, -2.6680, -0.1248], [1.4851, -4.6879, 0.7263], [1.4669, -3.4735, 1.8291], [2.8106, -3.8998, 0.8062], [2.4876, -1.3700, 0.4472], [-1.9083, 0.2365, -0.6376], [-1.1948, -1.3625, -0.7798], [-0.5622, 0.2926, -2.5317], [1.0492, -0.0614, -1.5869], [2.0813, 1.6682, -0.2322], [1.9836, 4.0933, 0.0613], [-1.4520, 4.8483, -1.6132], [-1.9408, 2.5250, -2.2477], [-0.5273, 0.1659, 2.6796], [-1.9494, 1.9978, 0.5909], [-0.5928, 2.3370, 1.6910], [-1.8322, 2.0889, 2.5447], [-2.3990, -1.6410, 1.8915], [-3.1942, -0.2569, 1.1479], [-2.9435, -0.2523, 2.7377]], "mulliken_charge": [-1.270, 0.252, -1.666, 0.090, -0.321, -0.307, 0.214, -1.693, -0.489, 0.191, -0.077, -0.166, -0.475, -0.641, -0.061, 0.465, -1.288, -2.001, 0.201, 0.509, 0.352, 0.648, 0.724, 0.260, 0.235, 0.231, 0.706, 0.630, 0.843, 0.175, 0.078, 0.303, 0.402, 0.117, 0.116, 0.176, 0.372, 0.640, 0.185, 0.347, 0.994]}



Record 6
{"formula": "C7H15I2O3PS", "method": "the ωB97M-V functional and the def2-TZVPD basis", "multiplicity": 1, "orbital_gap_ev": 8.334, "homo_energy_ev": -8.91, "elements": ["C", "C", "C", "P", "O", "S", "C", "O", "O", "C", "I", "C", "C", "I", "H", "H", "H", "H", "H", "H", "H", "H", "H", "H", "H", "H", "H", "H", "H"], "coordinates": [[3.6111, -1.1728, 1.3518], [2.7066, -0.8712, -0.0211], [1.2190, -1.5529, 0.0769], [-0.2307, -0.2744, -0.1443], [-0.8149, -0.7393, 1.4672], [0.5686, 0.1848, -2.0794], [-1.8765, -0.9521, -0.8349], [-2.9602, -0.6576, 0.1595], [-4.0921, -1.1703, -0.2360], [0.0848, 1.4726, 0.5576], [1.5031, 1.7570, 2.2577], [-0.5742, 2.7246, 0.0767], [-1.6573, 2.7202, -1.1536], [-0.1135, 4.6467, 1.0744], [3.9937, -2.2779, 1.3099], [4.4989, -0.3789, 1.3806], [2.9558, -1.0175, 2.3185], [2.7168, 0.2915, -0.1503], [3.3150, -1.3114, -0.9417], [1.1083, -2.2934, -0.8514], [1.0792, -2.2332, 1.0323], [-0.9917, -1.7337, 1.4932], [0.3221, -0.9861, -2.8541], [-1.8289, -2.1232, -0.9186], [-2.2334, -0.4209, -1.8335], [-4.7610, -0.4189, -0.3901], [-1.0187, 2.7771, -2.1589], [-2.3400, 1.7720, -1.2163], [-2.2600, 3.7323, -1.1078]], "mulliken_charge": [-0.984, -0.270, -0.812, 1.082, -0.740, -0.350, -0.610, -0.011, -0.495, -0.542, 0.061, 0.143, -0.779, 0.022, 0.310, 0.266, 0.222, 0.290, 0.257, 0.303, 0.360, 0.271, 0.160, 0.391, 0.369, 0.324, 0.266, 0.141, 0.353]}